Entry 1:
Formula: C22H38HgO30PS5
Source: OMol25
Level of theory: ωB97M-V/def2-TZVPD

Geometry as XYZ:
```
97
Properties=species:S:1:pos:R:3:forces:R:3
Hg 2.45880 -1.79220 0.47656 0.8 -1.2 0.5
P 1.02879 -0.00862 -0.55737 0.8 -0.6 0.2
O 1.10672 -0.05387 1.01285 -1.4 2.2 0.1
O 0.18234 1.02619 -1.28906 0.2 -0.5 0.8
O 0.66890 -1.52184 -0.80027 -1.6 -0.4 -1.5
O 2.56288 -0.03131 -0.95997 0.1 0.9 -0.5
C -2.17902 1.52782 -3.66198 1.4 -2.1 0.3
C -1.65579 2.50706 -4.68832 -1.7 0.8 0.3
O -2.19115 3.77693 -4.21854 0.0 0.1 1.0
S -3.16190 3.62728 -2.92725 -0.5 0.8 -0.3
O -4.43309 4.18372 -3.25224 0.4 0.0 0.1
O -2.50513 4.08774 -1.73267 -0.1 -0.9 -1.1
O -3.33923 2.03248 -3.00948 0.6 1.0 -0.1
H -1.38480 1.30939 -2.93648 -0.2 0.1 0.2
H -2.43778 0.57277 -4.12046 -0.2 0.1 0.0
H -2.16204 2.37195 -5.64433 0.6 -0.2 -0.2
H -0.57191 2.55013 -4.70703 0.0 0.0 -0.2
C 1.78809 -1.99098 -3.62911 -0.3 -0.3 1.0
C 0.92777 -0.79179 -3.87025 -0.7 -0.5 1.6
O 0.19405 -1.11253 -5.06464 0.8 0.2 -1.1
S 1.13688 -1.97399 -6.04698 0.9 -0.3 -0.3
O 1.76578 -1.20124 -7.08713 -0.6 -0.2 1.2
O 0.41771 -3.14012 -6.45841 0.1 0.4 0.5
O 2.28322 -2.33992 -4.93745 -0.5 0.4 -0.7
H 1.25409 -2.84073 -3.19998 -0.3 0.1 -0.3
H 2.50275 -1.71808 -2.84865 0.7 -0.1 -0.7
H 1.52320 0.12107 -3.83052 -0.2 0.1 -0.9
H 0.20519 -0.73434 -3.05756 -0.1 0.2 -0.1
C -2.00283 -1.07785 0.59757 0.8 -1.2 0.0
C -2.33634 -1.15398 -0.89259 -0.2 0.2 -0.4
O -3.66970 -1.68162 -1.00722 -1.2 -0.7 0.8
S -4.14342 -2.41570 0.33418 1.2 0.3 0.3
O -3.74360 -3.80782 0.33160 -0.3 1.2 -0.1
O -5.49756 -2.07805 0.62870 0.7 -0.2 -0.2
O -3.13506 -1.58867 1.30734 -1.6 -0.5 -0.4
H -1.73342 -0.09089 0.95388 -0.3 0.0 0.0
H -1.18225 -1.76231 0.82118 0.2 0.3 -0.1
H -1.70445 -1.84569 -1.44481 0.4 0.4 0.1
H -2.40106 -0.15590 -1.32239 0.3 -0.2 -0.2
C 1.82985 3.91648 -1.36493 -0.4 0.6 0.2
C 0.97223 3.67496 -2.58031 0.8 -1.5 -0.6
O 0.63479 4.92612 -3.18829 0.0 1.1 0.3
S 0.94699 6.13870 -2.15867 0.8 -1.3 0.4
O -0.19974 6.93995 -1.83667 1.2 -0.8 -0.6
O 2.20574 6.70826 -2.57414 -1.3 0.1 0.4
O 1.23041 5.12396 -0.92237 -0.7 2.0 1.1
H 2.89917 4.12081 -1.46231 -0.1 -0.4 -0.6
H 1.66403 3.12894 -0.63001 -0.1 0.1 0.0
H 0.05257 3.16939 -2.30042 0.1 -0.1 0.1
H 1.59082 3.06043 -3.23775 -0.5 0.1 -0.6
C -0.46179 2.52673 2.19892 0.7 -0.5 -0.6
C -1.35755 2.88071 1.00817 0.2 0.7 0.5
O -2.65509 2.99378 1.58868 -2.2 -0.4 0.9
S -2.82958 2.19622 2.99207 1.7 -1.7 -1.7
O -3.01454 0.78371 2.70489 0.3 1.6 0.4
O -3.72571 2.77383 3.93483 0.7 0.6 -0.7
O -1.26619 2.44163 3.37331 -1.3 0.2 0.9
H 0.27034 3.32617 2.30855 0.1 -0.2 0.5
H 0.02058 1.55906 2.03901 0.2 0.1 -0.1
H -1.25059 2.17774 0.18051 -0.4 -0.1 0.1
H -1.15984 3.89594 0.66532 0.1 -0.2 -0.3
O 1.91607 -4.23535 0.46385 0.9 0.2 0.0
C 0.95073 -4.89035 0.72828 -0.2 -0.6 -0.3
O 1.00469 -5.92405 1.59551 -0.1 0.3 0.5
C -0.29490 -6.57964 1.63297 0.4 -0.1 -0.6
C -1.26297 -5.52313 1.13573 -0.4 -1.0 -0.7
C -0.40855 -4.83710 0.09347 -0.3 1.0 0.2
H -0.52153 -7.02483 2.59818 0.4 0.3 0.2
H -0.17323 -7.39183 0.91027 -0.4 -0.1 0.0
H -1.58279 -4.82861 1.90966 0.1 0.0 0.1
H -2.14237 -5.99367 0.69753 -0.1 0.1 0.2
H -0.74663 -3.82210 -0.11321 0.4 0.1 0.0
H -0.30957 -5.32206 -0.88103 -0.2 -0.3 0.1
O 1.62425 -2.56393 2.62468 -0.1 -1.0 0.5
C 0.65371 -2.50020 3.33651 0.2 2.2 -0.7
O 0.16157 -3.52507 4.01758 -0.1 -0.5 0.4
C -0.87951 -3.06541 4.90101 -1.6 0.0 -0.6
C -1.34898 -1.73065 4.34858 0.3 1.1 -0.2
C -0.10425 -1.20863 3.66993 0.5 0.0 0.5
H -0.52357 -2.98914 5.92594 0.2 -0.1 -0.1
H -1.73626 -3.73586 4.82240 0.4 -0.5 0.3
H -1.76412 -1.06634 5.10607 0.1 -0.1 0.1
H -2.06417 -1.72824 3.52245 -0.4 -0.9 0.4
H 0.58302 -0.64696 4.31496 -0.1 -0.1 0.1
H -0.34351 -0.53891 2.84904 0.5 -0.4 -0.4
O 3.89671 -0.70565 2.05778 0.5 -0.4 0.1
C 4.02683 0.45287 2.33327 0.6 0.4 0.7
O 5.26679 1.03035 2.30049 -0.3 -0.6 0.1
C 5.24261 2.38612 2.72271 -0.5 0.7 -0.1
C 3.77874 2.74629 2.95411 -0.7 0.8 -0.1
C 2.98701 1.48122 2.66200 0.7 0.2 -0.8
H 5.65454 3.01697 1.93542 0.3 -0.2 0.0
H 5.78758 2.54337 3.65366 0.4 -0.4 -0.2
H 3.41798 3.49189 2.24253 0.3 0.2 0.1
H 3.65064 3.20623 3.93427 -0.2 -0.4 0.1
H 2.57953 1.55364 1.64687 -0.7 0.0 0.2
H 2.19140 1.22075 3.34739 0.1 -0.4 0.0
```
Forces are in eV/Å.

Total charge: -1
Calculated total energy: -152495.198 eV
HOMO energy: -6.2 eV
LUMO: 1.712 eV

Atom charges from the Löwdin analysis, given in e for atoms 1 to 8: 1.27, -0.01, -0.47, -0.35, -0.46, -0.46, -0.20, -0.12

Entry 2:
Formula: C22H38N6O5
Source: OMol25
Level of theory: ωB97M-V/def2-TZVPD

Geometry as XYZ:
```
71
Properties=species:S:1:pos:R:3:forces:R:3
C -3.46930 -4.12598 0.78295 0.3 0.2 -0.3
C -3.00657 -3.50989 -0.53720 -0.6 -0.1 -0.2
C -3.20070 -4.49434 -1.69111 0.2 0.2 0.1
C -3.75188 -2.20269 -0.79362 0.3 -0.1 0.0
O -1.59024 -3.26936 -0.33520 0.0 0.0 0.2
C -0.84811 -2.72427 -1.30888 0.3 0.0 0.2
O -1.23563 -2.31557 -2.37768 -0.3 0.1 -0.3
N 0.45340 -2.68445 -0.91774 0.2 -0.1 0.3
C 1.52054 -2.36799 -1.83618 0.1 0.2 0.0
C 2.43268 -1.26199 -1.30908 -0.1 -0.2 -0.4
C 3.50870 -0.89666 -2.32872 0.0 0.0 0.4
C 4.48138 0.15878 -1.79399 0.0 -0.1 -0.2
C 3.79752 1.42748 -1.42430 -0.3 0.2 -0.5
C 2.91676 2.21265 -2.14304 0.3 -0.3 0.4
N 2.60934 3.22785 -1.30441 0.5 -0.6 -0.3
C 1.66310 4.28455 -1.51883 -0.5 0.4 -0.2
C 0.24626 3.70083 -1.67122 0.3 0.3 0.1
O -0.31805 3.75176 -2.74578 0.0 0.1 -0.4
N -0.29997 3.12621 -0.58335 -0.3 -0.1 0.2
C 0.27680 2.98614 0.73559 0.3 -0.2 0.3
C 0.52538 1.50104 1.03565 0.3 0.3 0.2
N -0.69607 0.75405 0.86002 0.1 0.0 0.0
C -1.31534 0.04543 1.83760 0.2 0.1 -0.2
O -2.38427 -0.49990 1.67704 -0.3 -0.3 0.2
O -0.58793 0.03380 2.96645 0.1 0.1 0.0
C -1.01005 -0.76013 4.10206 -0.2 -0.4 0.5
C -2.37947 -0.30418 4.60428 0.1 0.0 -0.3
C -1.02300 -2.24026 3.72244 0.0 0.3 -0.2
C 0.06125 -0.48748 5.15938 -0.2 0.0 -0.4
C -1.31797 0.91956 -0.43529 -0.4 0.1 -0.1
C -1.55402 2.40555 -0.71471 -0.1 -0.3 -0.3
N 3.25499 3.07512 -0.15349 -0.3 1.0 0.6
N 3.96181 2.00951 -0.21705 0.4 -0.4 0.2
H -4.51233 -4.41867 0.70952 -0.1 0.0 0.0
H -3.36221 -3.39712 1.58116 0.0 0.1 0.1
H -2.86886 -5.00020 1.02128 0.0 -0.1 0.0
H -2.84599 -4.05474 -2.61936 0.0 0.0 -0.1
H -4.25522 -4.73364 -1.79506 -0.1 0.0 0.0
H -2.64712 -5.41168 -1.50015 0.0 -0.1 0.0
H -4.81864 -2.39962 -0.85430 -0.1 -0.1 0.0
H -3.41937 -1.75599 -1.72636 -0.1 0.0 -0.1
H -3.56320 -1.51536 0.02726 0.0 0.1 0.0
H 0.68132 -3.09392 -0.02638 -0.1 0.0 -0.1
H 2.11541 -3.26675 -2.04416 -0.1 0.1 -0.1
H 1.03756 -2.04985 -2.76359 0.1 -0.1 0.1
H 2.90361 -1.58564 -0.37796 0.0 0.0 0.1
H 1.82500 -0.38338 -1.08741 0.0 0.0 0.1
H 3.03140 -0.52679 -3.23831 0.0 0.0 -0.1
H 4.07511 -1.79240 -2.59184 0.0 0.0 -0.1
H 4.99181 -0.21350 -0.90433 0.0 0.0 0.0
H 5.23718 0.36658 -2.55660 0.1 -0.1 0.1
H 2.50248 2.13644 -3.12550 -0.1 0.0 -0.3
H 1.73411 4.98495 -0.68507 0.1 -0.1 -0.1
H 1.89174 4.80633 -2.45280 -0.1 -0.1 0.2
H 1.21455 3.52894 0.83359 -0.2 0.0 0.0
H -0.44263 3.38141 1.46258 0.1 0.0 0.0
H 0.88518 1.38123 2.05536 0.0 0.0 -0.1
H 1.28700 1.11370 0.34956 0.0 0.1 0.0
H -2.63022 -0.84015 5.51533 0.0 0.0 0.1
H -3.14063 -0.50119 3.85503 0.0 0.0 0.1
H -2.36247 0.76286 4.81664 0.0 0.1 0.1
H -0.03148 -2.55154 3.40043 0.1 -0.1 0.0
H -1.32114 -2.83839 4.57870 0.0 -0.1 0.1
H -1.72257 -2.41150 2.90943 0.0 -0.1 0.0
H 0.07395 0.56850 5.41625 0.0 0.1 0.1
H -0.14583 -1.06740 6.05359 0.0 -0.1 0.1
H 1.04123 -0.76110 4.77728 0.1 -0.1 0.0
H -2.26215 0.37629 -0.43458 0.1 0.0 -0.1
H -0.66770 0.49424 -1.20815 0.0 0.0 0.0
H -1.92743 2.55070 -1.72865 0.0 0.0 0.2
H -2.27394 2.81046 0.00352 0.0 0.0 0.0
```
Forces are in eV/Å.

SMILES string: CC(C)(C)OC(=O)NCCCCc1cn(CC(=O)N2CCN(C(=O)OC(C)(C)C)CC2)nn1
Total charge: 0
Calculated total energy: -42611.016 eV
HOMO energy: -9.0 eV
LUMO: 0.668 eV
Energy above the lowest of the compared OMol25 structures with the same formula, charge and spin: 5.4 kJ/mol

Atom charges from the Löwdin analysis, given in e for atoms 1 to 8: -0.02, -0.56, -0.02, -0.02, 0.03, -0.57, 0.08, 0.08

Entry 3:
Formula: C22H38P2Zn
Source: OMol25
Level of theory: ωB97M-V/def2-TZVPD

Geometry as XYZ:
```
63
Properties=species:S:1:pos:R:3:forces:R:3
P 0.28106 -1.37504 -4.69291 -0.1 0.2 -2.2
P 0.45664 1.80301 -3.69160 0.2 -0.2 -1.8
C 0.69074 0.01911 -5.86287 0.9 -0.5 -0.2
C 1.43340 1.13009 -5.14645 -0.3 0.4 0.3
H -0.21414 0.29569 -6.42674 0.5 0.1 0.5
H 1.38711 -0.44172 -6.57826 -0.1 0.1 -0.1
H 2.39444 0.75388 -4.76713 -0.2 0.0 -0.1
H 1.63001 1.97185 -5.82390 0.2 -0.3 0.1
C -0.10892 3.28382 -4.63555 0.1 0.2 0.2
H -0.44438 4.04120 -3.91808 -0.2 0.0 -0.3
H -0.91644 3.00201 -5.31935 0.2 0.3 0.1
H 0.75780 3.66378 -5.20578 -0.5 0.1 0.3
C 1.74220 2.64805 -2.76073 0.2 0.6 0.0
H 2.01065 3.63891 -3.16391 0.4 -0.5 0.3
H 2.60811 1.92545 -2.76514 0.0 0.9 -0.2
H 1.20704 2.76151 -1.79608 0.9 0.6 -0.5
C -0.48460 -2.37968 -6.01797 0.5 -0.2 -0.4
H -0.77858 -3.38068 -5.69853 0.1 0.2 0.1
H 0.23954 -2.47189 -6.82617 0.0 0.0 -0.2
H -1.37082 -1.87376 -6.40866 0.0 0.0 0.2
C 1.88570 -2.18475 -4.52033 0.5 -0.3 -0.2
H 2.68060 -1.44054 -4.44968 0.0 -0.1 0.1
H 2.03114 -2.77897 -5.42621 0.3 0.0 0.1
H 1.94145 -2.84562 -3.65194 -0.1 0.1 0.0
Zn 2.25862 1.11451 -1.13432 0.0 -0.6 2.8
C -1.94928 0.82266 -4.02529 -1.3 1.0 -0.5
C -2.39514 0.21745 -5.17084 -1.0 1.6 0.4
C -3.65631 -0.58861 -5.15700 0.4 -2.4 0.5
C -3.57938 -1.66015 -3.99519 -2.1 1.1 -0.6
C -2.31794 -2.35301 -3.86485 2.2 -1.8 0.7
C -1.03121 -1.99529 -3.37054 -3.0 0.3 3.6
C -1.05161 -0.89421 -2.23840 0.3 -0.8 -0.7
C -1.90612 0.33062 -2.58793 -1.2 -0.1 0.4
C 2.74043 -0.74124 -0.73673 0.0 -0.5 -0.8
H -2.11110 1.93635 -4.12324 1.6 -1.1 0.1
H -2.19479 0.71367 -6.15602 -0.4 0.2 1.0
H -3.78928 -1.13249 -6.10263 0.0 0.1 0.1
H -4.57454 0.02222 -4.99528 0.8 0.1 -0.2
H -3.94099 -1.16508 -3.07572 0.1 -0.3 -0.3
H -4.35382 -2.41110 -4.24863 0.3 0.3 0.3
H -2.36877 -3.36746 -4.23047 0.1 -0.2 -0.2
H -0.47292 -2.88818 -2.95685 -0.2 0.8 -0.9
H -0.04285 -0.54634 -2.01315 0.3 -0.1 -0.2
H -1.39101 -1.39305 -1.31417 -0.2 0.4 -0.3
H -2.91474 0.04835 -2.32218 -0.4 0.1 0.2
H -1.66864 1.15471 -1.89064 0.2 -0.2 -0.5
H 3.63624 -1.21248 -1.17668 -0.3 0.2 0.4
H 1.86601 -1.26607 -1.14303 0.1 -0.3 0.1
H 2.68020 -0.83207 0.36025 0.3 0.1 -0.4
C 1.54290 2.35550 0.42160 0.1 -0.2 -1.3
C 1.19218 1.91104 1.76642 -0.1 -0.4 0.2
C 2.19744 1.78030 2.73912 -0.5 0.0 0.0
C 1.89399 1.26487 3.98987 -0.6 -0.1 0.0
C 0.57514 0.85745 4.26257 -0.2 -0.1 0.4
C -0.46492 1.09499 3.34421 0.7 0.0 0.2
C -0.14942 1.61643 2.09752 0.5 0.2 0.1
H 2.37863 3.06460 0.44490 -0.5 0.4 -0.2
H 0.63878 2.67838 -0.11779 0.3 0.7 0.4
H 3.20286 2.12077 2.48955 -0.2 -0.2 0.1
H 2.66855 1.22888 4.76034 -0.3 -0.3 -0.2
H 0.33686 0.35442 5.21208 0.2 0.5 -0.4
H -1.50618 0.90937 3.61141 0.3 -0.1 0.0
H -0.92790 1.84937 1.36787 0.2 -0.2 0.2
```
Forces are in eV/Å.

Total charge: 0
Calculated total energy: -90417.544 eV
HOMO energy (spin up / spin down): -5.8 / -5.8 eV
LUMO (spin up / spin down): 0.139 / 0.139 eV
Energy above the lowest of the compared OMol25 structures with the same formula, charge and spin: 399.0 kJ/mol

Atom charges from the Löwdin analysis, given in e for atoms 1 to 8: 0.92, 0.92, -0.38, -0.38, 0.07, 0.08, 0.07, 0.07